--- one ---
11
Properties=species:S:1:pos:R:3:mulliken_charge:R:1 method="wB97M-V/def2-TZVPD" total_charge=0 lumo_energy_ev="-1.363 / -1.363" e_homo_ha="-0.31819 / -0.31816"
N 1.46 0.21 -0.07 -0.716
C 0.70 -0.72 -0.63 0.578
C -0.58 -0.96 0.21 -0.280
O -1.32 0.30 0.29 -0.215
C -0.70 1.38 0.47 -0.036
O 0.79 -1.39 -1.66 -0.640
H 2.26 0.43 -0.65 0.201
H -1.28 -1.60 -0.31 0.229
H -0.34 -1.36 1.20 0.254
H -1.23 2.27 0.13 0.297
H 0.24 1.45 1.00 0.327

***

--- two ---
11
Properties=species:S:1:pos:R:3:mulliken_charge:R:1 method="wB97M-V/def2-TZVPD" total_charge=0 lumo_energy_ev=0.653 e_homo_ha=-0.36618
H 0.59 -1.06 1.05 0.263
N 1.57 -0.78 0.95 -0.591
C 1.83 -0.42 -0.24 0.139
O 1.02 -0.34 -1.31 -0.484
H 2.84 -0.11 -0.51 0.353
H 0.10 -0.48 -1.02 0.332
C -1.83 0.22 -0.05 -1.329
C -1.19 1.20 0.57 0.981
O -0.61 2.05 1.10 -0.318
H -2.20 0.39 -1.05 0.335
H -2.13 -0.66 0.51 0.318

***

Preferred: two; penalty for the next structure: 46.4 kcal/mol.

***

--- one ---
11
Properties=species:S:1:pos:R:3:mulliken_charge:R:1 method="wB97M-V/def2-TZVPD" total_charge=0 smiles="C=CC(=O)NO" lumo_energy_ev=0.107 e_homo_ha=-0.34344
C -2.38 -0.01 -0.05 -0.636
C -1.23 -0.75 0.06 -0.474
C -0.09 0.03 -0.12 0.819
O -0.06 1.25 0.08 -0.693
N 1.11 -0.55 -0.18 -0.316
O 2.31 -0.06 0.05 -0.290
H -3.43 -0.30 0.12 0.300
H -2.27 1.16 0.02 0.199
H -0.98 -1.68 0.03 0.486
H 1.02 -1.30 0.78 0.296
H 2.08 0.82 -0.05 0.309

***

--- two ---
11
Properties=species:S:1:pos:R:3:mulliken_charge:R:1 method="wB97M-V/def2-TZVPD" total_charge=0 smiles="[H]/N=C/C.O=C=O" lumo_energy_ev=0.848 e_homo_ha=-0.37969
H 0.57 -1.38 1.56 0.219
N 0.40 -0.53 1.02 -0.518
C -0.80 -0.47 0.60 0.122
C -1.24 0.61 -0.33 -1.014
H -1.54 -1.25 0.84 0.347
H -1.09 0.22 -1.34 0.252
H -0.63 1.51 -0.23 0.272
H -2.30 0.84 -0.20 0.350
O 2.93 -0.63 -0.16 -0.418
C 2.19 0.15 -0.61 0.812
O 1.52 0.94 -1.16 -0.424

***

Preferred: two; penalty for the next structure: 117.9 kcal/mol.

***

--- one ---
11
Properties=species:S:1:pos:R:3:mulliken_charge:R:1 method="wB97M-V/def2-TZVPD" total_charge=0 smiles="C#N.C=O.C=O" lumo_energy_ev=0.226 e_homo_ha=-0.37165
C 2.13 0.23 -0.81 0.186
N 2.10 0.81 0.19 -0.491
H 2.15 -0.30 -1.73 0.285
C -0.60 -1.41 -0.06 -0.285
O -0.03 -1.28 -1.12 -0.417
H -0.06 -1.44 0.90 0.348
H -1.70 -1.46 0.00 0.321
C -0.99 1.22 0.66 -0.072
O -1.85 0.94 1.46 -0.428
H 0.09 1.13 0.88 0.283
H -1.23 1.56 -0.37 0.270

***

--- two ---
11
Properties=species:S:1:pos:R:3:mulliken_charge:R:1 method="wB97M-V/def2-TZVPD" total_charge=0 lumo_energy_ev=0.906 e_homo_ha=-0.37852
O -0.11 -0.08 -2.07 -0.534
C 0.16 -0.42 -0.76 0.069
C 0.91 0.34 0.52 -0.469
N -0.10 -0.38 1.34 -0.404
C -0.94 -0.26 0.23 0.497
O -2.02 0.26 0.09 -0.597
H -1.02 0.26 -2.14 0.338
H 0.67 -1.38 -0.75 0.293
H 1.95 0.05 0.68 0.260
H 0.79 1.43 0.66 0.282
H -0.46 0.06 2.18 0.266

***

--- three ---
11
Properties=species:S:1:pos:R:3:mulliken_charge:R:1 method="wB97M-V/def2-TZVPD" total_charge=0 lumo_energy_ev=0.256 e_homo_ha=-0.36910
O -0.35 1.01 -2.52 -0.434
C -0.35 0.81 -1.37 0.795
N -0.41 1.14 -0.16 -0.556
C -0.58 0.09 0.80 -0.355
C 0.15 -1.09 0.19 -0.082
O 0.18 -1.13 -1.02 -0.438
H 1.38 0.81 0.20 0.034
H -0.23 0.38 1.79 0.323
H -1.64 -0.19 0.87 0.280
H 0.44 -1.98 0.77 0.403
H 1.74 0.16 0.47 0.030

***

Preferred: two; penalty for the next structure: 25.4 kcal/mol.

***

--- one ---
9
Properties=species:S:1:pos:R:3:mulliken_charge:R:1 method="wB97M-V/def2-TZVPD" total_charge=0 smiles="[H]/N=N/N=N/C" lumo_energy_ev="0.097 / 0.098" e_homo_ha="-0.30827 / -0.30831"
H -2.74 0.12 2.12 0.235
N -2.59 0.54 1.31 -0.778
N -1.49 0.26 0.90 0.683
N -0.62 0.18 0.13 0.062
N 0.76 0.50 0.02 -0.408
C 1.54 -0.25 -0.94 -0.507
H 1.39 -1.34 -0.70 0.229
H 2.51 0.24 -0.79 0.273
H 1.23 -0.25 -2.06 0.211

***

--- two ---
9
Properties=species:S:1:pos:R:3:mulliken_charge:R:1 method="wB97M-V/def2-TZVPD" total_charge=0 lumo_energy_ev=0.981 e_homo_ha=-0.35710
H 0.19 -1.37 1.08 0.166
N 0.20 -1.05 0.13 -0.504
N 0.62 0.10 0.12 0.290
N 1.32 0.48 1.14 -0.405
H 1.52 -0.25 1.87 0.215
H 1.55 1.45 1.17 0.242
C -1.72 0.17 -1.87 0.091
N -1.74 1.32 -1.95 -0.370
H -1.94 -0.86 -1.69 0.274

***

Preferred: two; penalty for the next structure: 67.3 kcal/mol.

***

--- one ---
13
Properties=species:S:1:pos:R:3:mulliken_charge:R:1 method="wB97M-V/def2-TZVPD" total_charge=+1 lumo_energy_ev="-4.458 / -5.002" e_homo_ha="-0.49845 / -0.43893"
C -0.31 1.12 0.43 -0.314
C -2.42 -0.35 -0.72 0.058
C 0.57 -1.28 0.03 -0.703
C 0.70 1.23 -0.58 -0.181
N 0.82 0.16 0.43 -0.025
Cl -3.73 -0.41 0.02 0.121
H -0.21 -1.27 -0.79 0.269
H 1.42 -1.98 -0.30 0.284
H 0.20 -1.76 0.91 0.335
H 0.62 0.73 -1.52 0.248
H -0.59 1.51 1.41 0.311
H 1.43 2.06 -0.50 0.284
H 1.51 0.24 1.18 0.314

***

--- two ---
13
Properties=species:S:1:pos:R:3:mulliken_charge:R:1 method="wB97M-V/def2-TZVPD" total_charge=+1 lumo_energy_ev="-5.003 / -4.892" e_homo_ha="-0.48440 / -0.51416"
C -0.26 -1.45 -0.17 -0.521
C -1.00 -0.84 -1.04 0.069
C 0.35 -0.55 0.89 -0.454
C -0.22 1.68 -0.20 -0.600
N 0.78 0.71 0.21 -0.178
Cl -1.91 -1.04 -2.36 -0.051
H -0.19 -2.45 0.03 0.460
H -0.35 -0.49 1.68 0.351
H 1.19 -1.08 1.31 0.406
H -0.19 2.01 -1.22 0.357
H -0.82 2.19 0.56 0.318
H 1.42 1.06 1.01 0.400
H 1.18 0.24 -0.70 0.442

***

Preferred: two; penalty for the next structure: 63.5 kcal/mol.

***

--- one ---
102
Properties=species:S:1:pos:R:3:mulliken_charge:R:1 method="wB97M-V/def2-TZVPD" total_charge=-2 lumo_energy_ev=3.955 e_homo_ha=-0.06528
K 1.55 0.90 -1.08 1.255
C 0.77 4.06 -2.97 -0.316
C 0.76 3.16 -4.03 -0.155
C 1.88 2.38 -4.29 -0.178
C 3.01 2.51 -3.49 -0.314
C 3.03 3.42 -2.44 -0.078
C 1.90 4.19 -2.18 -0.096
H -0.13 4.61 -2.73 0.257
H -0.14 3.03 -4.62 0.332
H 1.85 1.63 -5.06 0.140
H 3.86 1.85 -3.64 0.228
H 3.88 3.46 -1.77 0.031
H 1.88 4.84 -1.31 0.206
C -3.70 4.33 4.21 -0.368
C -4.18 3.55 3.16 -0.714
C -3.30 3.07 2.20 0.039
C -1.94 3.34 2.27 0.057
C -1.47 4.11 3.34 -0.591
C -2.34 4.60 4.30 -0.655
P -0.69 2.79 1.02 0.366
C -1.86 2.78 -0.51 0.269
C -2.53 3.98 -0.79 -0.386
C -3.13 4.23 -2.01 -0.782
C -3.08 3.28 -3.03 -0.438
C -2.40 2.09 -2.79 -0.849
C -1.82 1.85 -1.56 0.385
C -0.69 0.95 1.32 -0.207
C -1.73 0.08 1.02 0.025
C -1.67 -1.26 1.39 -0.992
C -0.55 -1.73 2.07 -0.956
C 0.49 -0.87 2.38 0.153
C 0.42 0.47 2.02 -1.019
H -4.39 4.71 4.96 0.345
H -5.23 3.32 3.09 0.380
H -3.69 2.47 1.39 0.220
H -0.40 4.29 3.41 0.470
H -1.96 5.20 5.12 0.371
H -2.56 4.75 -0.03 0.343
H -3.65 5.17 -2.17 0.341
H -3.54 3.47 -3.99 0.346
H -2.32 1.34 -3.57 0.463
H -1.32 0.89 -1.43 -0.018
H -2.61 0.44 0.50 0.387
H -2.49 -1.93 1.17 0.656
H -0.50 -2.78 2.36 0.449
H 1.36 -1.22 2.93 0.564
C -4.86 -5.12 0.50 -1.721
C -3.36 -5.24 0.45 1.073
C -2.72 -6.17 1.26 -0.881
C -1.34 -6.28 1.27 -0.811
C -0.59 -5.48 0.42 -0.690
C -1.21 -4.55 -0.41 -0.849
N -0.40 -3.76 -1.24 0.220
C -0.60 -3.60 -2.60 0.492
C -1.28 -4.58 -3.34 -0.888
C -1.45 -4.45 -4.70 -0.504
C -0.94 -3.34 -5.37 -0.741
C -0.26 -2.38 -4.64 -0.305
C -0.08 -2.48 -3.27 0.152
C 0.67 -1.36 -2.55 0.816
O 1.02 -1.57 -1.36 -1.098
O 0.87 -0.31 -3.19 -0.781
C -2.61 -4.40 -0.38 1.843
C -3.28 -3.31 -1.18 -1.757
H -5.29 -5.91 1.11 0.410
H -5.30 -5.17 -0.50 0.326
H -5.17 -4.16 0.93 0.332
H -3.32 -6.80 1.91 0.325
H -0.85 -6.99 1.92 0.369
H 0.49 -5.56 0.38 0.487
H 0.20 -3.02 -0.84 0.260
H -1.67 -5.45 -2.82 0.425
H -1.98 -5.22 -5.25 0.355
H -1.07 -3.23 -6.44 0.384
H 0.13 -1.48 -5.11 0.458
H -3.62 -3.67 -2.15 0.408
H -2.59 -2.49 -1.36 0.244
H -4.14 -2.92 -0.64 0.625
C 5.05 -1.70 2.68 -1.558
C 4.26 -0.81 1.72 -1.080
C 4.25 0.70 2.05 3.035
C 5.67 1.27 2.03 -1.279
C 5.70 2.78 2.19 -1.283
C 3.64 0.90 3.43 -0.432
O 4.32 0.81 4.46 -0.788
N 2.32 1.13 3.47 0.094
C 1.45 1.56 2.36 0.863
O 0.72 2.63 2.76 -0.796
N 2.20 1.79 1.14 -0.539
C 3.41 1.36 0.93 -0.189
O 3.96 1.41 -0.21 -0.831
H 4.93 -2.75 2.39 0.453
H 4.72 -1.58 3.71 0.293
H 6.12 -1.47 2.65 0.308
H 3.23 -1.16 1.66 0.039
H 4.66 -0.90 0.71 0.539
H 6.11 0.99 1.07 0.413
H 6.24 0.80 2.83 0.466
H 5.16 3.27 1.38 0.161
H 6.72 3.16 2.19 0.470
H 5.24 3.08 3.14 0.317
H 1.94 1.36 4.38 0.382

***

--- two ---
102
Properties=species:S:1:pos:R:3:mulliken_charge:R:1 method="wB97M-V/def2-TZVPD" total_charge=-2 lumo_energy_ev=3.812 e_homo_ha=-0.06431
K -0.45 0.33 1.58 1.188
C -0.60 2.84 4.58 -0.243
C -0.19 1.54 4.83 -0.145
C 1.16 1.22 4.79 -0.429
C 2.10 2.20 4.51 -0.303
C 1.69 3.51 4.27 -0.321
C 0.34 3.83 4.31 -0.460
H -1.66 3.08 4.56 0.324
H -0.92 0.76 5.02 0.275
H 1.47 0.20 4.95 0.366
H 3.14 1.94 4.43 0.308
H 2.42 4.27 4.03 0.338
H 0.01 4.84 4.09 0.309
C -5.46 0.26 -4.39 -0.417
C -4.36 1.10 -4.47 -0.656
C -3.54 1.29 -3.36 0.014
C -3.81 0.64 -2.16 -0.304
C -4.92 -0.20 -2.10 -0.349
C -5.74 -0.39 -3.20 -0.583
P -2.82 0.84 -0.60 0.796
C -1.26 1.51 -1.32 -0.313
C -0.84 2.82 -1.14 -0.085
C 0.38 3.25 -1.65 -0.825
C 1.19 2.37 -2.36 -0.459
C 0.79 1.06 -2.53 -0.476
C -0.43 0.63 -2.01 -0.117
C -3.55 2.30 0.19 0.301
C -4.60 3.05 -0.33 -0.318
C -5.05 4.16 0.37 -0.633
C -4.41 4.50 1.56 -0.661
C -3.34 3.73 2.03 -0.232
C -2.86 2.57 1.40 -0.228
H -6.09 0.11 -5.26 0.342
H -4.13 1.61 -5.40 0.379
H -2.69 1.96 -3.43 0.358
H -5.13 -0.72 -1.17 0.377
H -6.60 -1.05 -3.12 0.388
H -1.45 3.50 -0.56 0.289
H 0.70 4.27 -1.48 0.363
H 2.15 2.71 -2.74 0.342
H 1.43 0.35 -3.04 0.322
H -0.72 -0.41 -2.12 0.306
H -5.07 2.77 -1.27 0.287
H -5.87 4.75 0.00 0.352
H -4.74 5.38 2.11 0.328
H -2.88 4.07 2.96 0.062
C 5.83 -0.96 -6.05 -1.542
C 5.48 -1.64 -4.75 0.847
C 5.65 -3.01 -4.62 -0.897
C 5.29 -3.66 -3.45 -0.697
C 4.81 -2.92 -2.38 -0.965
C 4.67 -1.53 -2.47 -0.130
N 4.18 -0.87 -1.34 0.331
C 4.68 0.28 -0.77 0.629
C 5.99 0.72 -1.03 -0.745
C 6.48 1.86 -0.42 -0.529
C 5.70 2.58 0.47 -0.799
C 4.42 2.12 0.76 -0.771
C 3.90 0.98 0.17 -0.028
C 2.49 0.53 0.60 0.934
O 2.07 -0.57 0.16 -1.101
O 1.88 1.29 1.37 -0.833
C 4.95 -0.89 -3.69 1.328
C 4.60 0.55 -3.90 -1.106
H 6.32 -1.66 -6.72 0.387
H 6.50 -0.11 -5.89 0.306
H 4.94 -0.57 -6.55 0.324
H 6.06 -3.57 -5.46 0.313
H 5.39 -4.73 -3.36 0.360
H 4.56 -3.40 -1.44 0.537
H 3.29 -1.15 -0.90 0.166
H 6.61 0.15 -1.71 0.501
H 7.49 2.18 -0.65 0.355
H 6.08 3.47 0.95 0.393
H 3.78 2.63 1.46 0.559
H 5.46 1.22 -3.81 0.383
H 3.87 0.89 -3.16 -0.084
H 4.17 0.70 -4.89 0.503
C -5.02 -4.21 1.19 -1.499
C -4.17 -3.04 1.67 -1.145
C -3.02 -3.37 2.66 2.990
C -2.21 -4.59 2.19 -1.266
C -0.96 -4.85 3.01 -1.305
C -3.60 -3.70 4.02 -0.114
O -4.43 -4.58 4.21 -0.725
N -3.12 -2.95 5.05 0.038
C -2.19 -1.88 4.97 0.148
O -1.91 -1.36 6.05 -0.762
N -1.69 -1.51 3.78 -0.102
C -2.06 -2.16 2.67 -0.476
O -1.60 -1.85 1.57 -0.844
H -5.80 -3.84 0.53 0.444
H -5.48 -4.75 2.02 0.287
H -4.43 -4.92 0.61 0.315
H -4.81 -2.29 2.14 0.525
H -3.69 -2.55 0.83 0.245
H -1.93 -4.40 1.15 0.353
H -2.86 -5.47 2.21 0.517
H -0.25 -4.03 2.93 0.266
H -0.45 -5.76 2.66 0.450
H -1.19 -4.99 4.07 0.300
H -3.49 -3.14 5.97 0.276

***

Preferred: one; penalty for the next structure: 7.6 kcal/mol.